[1]
The following is a DFT calculation (ωB97M-V/def2-TZVPD) of C12H13F7NO5S2 as an isolated structure.

The geometry in XYZ format:
```
40
Properties=species:S:1:pos:R:3:nbo_charge:R:1
C 2.4929 0.5404 1.2526 -0.658
C 2.3252 -1.0439 0.9653 0.120
O 3.0023 -1.8752 1.9251 -0.720
C 0.7882 -1.4447 0.7227 -0.674
S -0.2840 -1.2838 2.2182 2.128
O -0.4372 0.2063 2.4814 -0.971
O 0.4419 -1.8371 3.4353 -0.937
N -1.7617 -2.1361 2.1163 -1.052
S -2.7814 -1.4943 0.9190 2.064
O -2.1267 -0.5792 -0.0784 -0.943
O -3.3260 -2.6780 0.1366 -0.928
C -4.3342 -0.6894 1.6472 0.427
F -5.3784 -0.7468 0.7013 -0.305
F -4.7821 -1.4865 2.7444 -0.321
C -4.0872 0.7697 2.2456 0.561
F -5.3456 1.1914 2.7822 -0.326
F -3.2126 0.7633 3.3527 -0.278
C -3.6630 1.8896 1.1902 0.930
F -2.2750 2.1233 1.1436 -0.292
F -4.2256 3.1438 1.5518 -0.330
F -4.0733 1.6487 -0.1177 -0.304
H 1.6193 1.0396 0.7067 0.238
H 2.4917 0.7936 2.3585 0.231
H 3.4611 0.8563 0.7279 0.197
H 2.8562 -1.2182 -0.0422 0.160
H 3.6235 -1.3258 2.4523 0.470
H 0.7228 -2.4640 0.2038 0.247
H 0.3984 -0.6907 -0.0527 0.266
C 1.5991 -0.4004 -2.7897 -0.159
C 0.9609 0.8058 -3.0582 -0.228
C 1.6848 1.8770 -3.5718 -0.214
C 3.0460 1.7385 -3.8260 -0.220
C 3.6834 0.5307 -3.5608 -0.226
C 2.9613 -0.5375 -3.0386 -0.226
H 1.0349 -1.2342 -2.3860 0.213
H -0.1016 0.9113 -2.8661 0.228
H 1.1884 2.8196 -3.7748 0.211
H 3.6096 2.5723 -4.2309 0.206
H 4.7444 0.4223 -3.7604 0.206
H 3.4594 -1.4774 -2.8265 0.210
```

For the strongest force on any atom, the calculation gives 6.748 eV Å⁻¹. The value obtained for the total energy is -2391.403858 a.u. As for the HOMO energy: -6.34 eV. As for the charge: -1. Its HOMO-LUMO gap is 9.025 eV.

---

[2]
The following is a DFT calculation (ωB97M-V/def2-TZVPD) of an isolated ion of composition C7H15N4OS and charge +1.

The geometry in XYZ format:
```
28
Properties=species:S:1:pos:R:3:nbo_charge:R:1
C 1.9224 -1.1740 0.1751 0.469
C 1.5651 1.0769 0.7642 0.565
C 2.4128 0.2895 -0.1788 -0.548
C -0.2643 -0.2323 -0.0727 0.232
C -1.8898 1.0353 -1.6690 -0.627
C -3.1505 -1.2166 0.2046 -0.785
C -0.8140 -0.0405 -1.4302 -0.474
N 0.6756 -1.4577 0.1004 -0.536
N 0.2618 0.8978 0.6354 -0.621
N 2.8253 -2.1384 0.4443 -0.786
N 2.0693 1.9237 1.6430 -0.728
O -1.9528 0.5872 1.7842 -0.972
S -1.6995 -0.7712 1.2830 1.214
H 3.4660 0.4363 -0.0130 0.252
H 2.0964 0.2855 -1.2933 0.292
H -1.8941 1.8348 -0.9126 0.224
H -2.8588 0.6352 -1.8097 0.227
H -1.6771 1.5843 -2.6370 0.238
H -2.6507 -1.5259 -0.6793 0.229
H -3.6894 -0.2873 0.0627 0.251
H -3.7836 -1.8855 0.7184 0.254
H 0.0211 0.1496 -1.9472 0.213
H -1.0644 -1.0599 -1.6958 0.238
H -0.6694 1.1808 1.1572 0.474
H 3.8131 -2.0217 0.6762 0.419
H 2.3314 -2.9282 0.8622 0.420
H 3.0969 2.2347 1.7375 0.441
H 1.5012 2.5875 2.0902 0.423
```

The energy above the lowest of the compared OMol25 structures with the same formula, charge and spin comes out at 21.0 kcal per mole. For the strongest force on any atom, the calculation gives 4.421 eV Å⁻¹. The value obtained for the total energy is -967.885885 a.u. As for the HOMO energy: -12.46 eV. As for the charge: +1. Its HOMO-LUMO gap is 9.229 eV.

---

[3]
The following is a DFT calculation (ωB97M-V/def2-TZVPD) of one molecule with the formula C3H2O2.

The geometry in XYZ format:
```
7
Properties=species:S:1:pos:R:3:nbo_charge:R:1
C 0.7908 0.0386 -0.4321 0.104
O 1.3844 -0.9247 0.2893 -0.644
C -1.7235 0.1178 0.1610 0.684
C -0.5203 0.3245 -0.2691 -0.538
O -2.8718 -0.0038 0.3095 -0.434
H 2.3430 -0.8160 0.2383 0.493
H 0.5974 1.2636 -0.2969 0.335
```

The energy above the lowest of the compared OMol25 structures with the same formula, charge and spin comes out at 87.5 kcal per mole. For the strongest force on any atom, the calculation gives 3.092 eV Å⁻¹. The value obtained for the total energy is -265.811772 a.u. As for the HOMO energy: -8.62 eV. As for the charge: 0. Its structure (SMILES) is O=C=C=CO. Its HOMO-LUMO gap is 7.878 eV.

---

[4]
The following is a DFT calculation (ωB97M-V/def2-TZVPD) of a 11-piece molecular cluster, C5H30NO11 overall.

The geometry in XYZ format:
```
47
Properties=species:S:1:pos:R:3:nbo_charge:R:1
O 1.9575 1.2252 0.3503 -0.546
C 1.1559 0.8443 -0.4898 0.446
C -0.3280 1.2152 -0.3387 -0.159
C -0.9569 0.0929 0.5205 -0.506
C -0.5774 0.2274 1.9955 -0.249
C -1.5041 -0.0271 2.8886 -0.353
N -0.9376 1.5031 -1.6649 -0.725
H 1.5694 0.4481 -1.4020 0.160
H -0.2850 2.1305 0.2541 0.240
H -0.7286 -1.0071 0.3273 0.265
H -2.0572 -0.1295 0.2220 0.259
H 0.4189 0.4339 2.3565 0.230
H -2.5775 -0.0782 2.7903 0.207
H -1.2185 -0.0930 3.9438 0.198
H -0.6397 2.3778 -2.0735 0.438
H -1.9927 1.4449 -1.7045 0.478
H -0.5579 0.7910 -2.3572 0.456
H -2.9826 -0.5810 -1.7220 0.517
H -4.1462 0.4855 -1.7741 0.502
O -3.2029 0.3545 -1.9010 -0.995
H -0.6612 4.4705 2.3676 0.502
H -0.2437 2.9440 2.1131 0.486
O -0.5789 3.7570 1.7258 -0.975
H 0.9586 3.5324 0.2193 0.496
H 2.4519 3.8108 -0.4347 0.501
O 1.5647 3.4541 -0.5134 -0.993
H -1.0257 -3.9672 0.0580 0.485
H -0.0571 -2.9137 0.6446 0.513
O -0.7171 -3.0540 -0.0612 -0.988
H 1.0858 -1.9676 -1.5263 0.508
H 0.5505 -3.0379 -2.5375 0.482
O 0.8968 -2.1433 -2.4750 -1.006
H -0.1572 -0.6260 -3.3936 0.508
H 1.1365 0.0614 -3.9087 0.507
O 0.2040 0.2148 -3.7193 -0.963
H 1.7737 -2.9946 2.7645 0.494
H 1.4868 -1.4722 2.7255 0.521
O 1.2880 -2.3310 2.2634 -1.004
H 2.7817 0.3915 2.4344 0.510
H 3.1325 0.0234 3.9261 0.503
O 2.5086 -0.1173 3.2095 -0.981
H -3.7613 -2.7886 -1.5954 0.493
H -2.6625 -2.6399 -0.5399 0.506
O -3.2809 -2.1266 -1.0812 -0.969
H 1.9124 -1.6855 0.7638 0.500
H 2.8414 -2.5057 -0.1764 0.489
O 2.2367 -1.7571 -0.1520 -0.988
```

The energy above the lowest of the compared OMol25 structures with the same formula, charge and spin comes out at 43.6 kcal per mole. For the strongest force on any atom, the calculation gives 2.820 eV Å⁻¹. The value obtained for the total energy is -1090.634241 a.u. As for the HOMO energy: -12.66 eV. As for the charge: +1. Its HOMO-LUMO gap is 10.313 eV.

---

[5]
The following is a DFT calculation (ωB97M-V/def2-TZVPD) of one molecule with the formula C18H17N3O9S.

The geometry in XYZ format:
```
48
Properties=species:S:1:pos:R:3:nbo_charge:R:1
O -1.7848 1.9601 6.0590 -0.588
C -0.7503 1.3850 5.8326 0.778
O -0.0316 0.7969 6.7945 -0.678
H -0.4663 0.9158 7.6537 0.505
C -0.1448 1.2521 4.4832 -0.160
C -0.8076 1.8434 3.4127 -0.174
C -0.2876 1.7572 2.1235 0.147
C 0.9034 1.0658 1.9184 -0.205
C 1.5649 0.4811 2.9928 -0.095
C 1.0483 0.5703 4.2814 -0.159
H 1.5762 0.1133 5.1027 0.255
C 2.8385 -0.2503 2.7930 0.766
O 3.5076 -0.7163 3.6790 -0.581
O 3.1939 -0.3629 1.5022 -0.689
H 4.0438 -0.8275 1.4445 0.503
H 1.3259 0.9994 0.9316 0.237
N -0.9573 2.3183 1.0521 -0.855
H -1.7902 2.8441 1.2660 0.428
S -0.2136 2.8002 -0.3810 2.325
O -1.1750 3.6486 -1.0113 -0.923
O 1.1029 3.2955 -0.1228 -0.920
C -0.0920 1.2628 -1.2747 -0.400
C -1.2362 0.5655 -1.5743 -0.127
C -1.1572 -0.6294 -2.2823 0.008
C 0.0943 -1.1903 -2.6462 0.243
N 0.2090 -2.4220 -3.2002 -0.408
C -0.5843 -3.5719 -2.8077 -0.237
H 0.0588 -4.2311 -2.2056 0.196
C -1.0312 -4.3451 -4.0516 -0.083
H -1.6926 -3.7133 -4.6576 0.194
O 0.0955 -4.7429 -4.8014 -0.517
C 0.8448 -3.6240 -5.1977 -0.072
H 0.2303 -2.9627 -5.8266 0.172
H 1.6856 -4.0044 -5.7798 0.199
C 1.3554 -2.8223 -3.9883 -0.243
H 2.0334 -3.4504 -3.3952 0.192
H 1.8890 -1.9473 -4.3553 0.217
H -1.5521 -5.2596 -3.7664 0.199
H -1.4388 -3.2864 -2.1995 0.217
C 1.2358 -0.4030 -2.3712 -0.264
C 1.1435 0.7938 -1.7044 -0.140
H 2.0224 1.3787 -1.4821 0.251
H 2.2097 -0.7684 -2.6513 0.226
N -2.4092 -1.1566 -2.7487 0.516
O -2.4278 -1.6836 -3.8438 -0.385
O -3.3856 -0.9896 -2.0496 -0.371
H -2.2036 0.9599 -1.3046 0.262
H -1.7306 2.3708 3.6037 0.238
```

The energy above the lowest of the compared OMol25 structures with the same formula, charge and spin comes out at 0.0 kcal per mole. For the strongest force on any atom, the calculation gives 1.299 eV Å⁻¹. The value obtained for the total energy is -1935.676029 a.u. As for the HOMO energy: -8.77 eV. As for the charge: 0. Its structure (SMILES) is O=C(O)c1cc(NS(=O)(=O)c2ccc(N3CCOCC3)c([N+](=O)[O-])c2)cc(C(=O)O)c1. Its HOMO-LUMO gap is 8.011 eV.

---

[6]
The following is a DFT calculation (ωB97M-V/def2-TZVPD) of one molecule with the formula C5H9ClN4O2.

The geometry in XYZ format:
```
21
Properties=species:S:1:pos:R:3:nbo_charge:R:1
C -1.6237 1.9819 -0.0419 0.787
C 4.4233 1.2376 -0.6490 0.065
C -2.7966 2.0485 0.9026 -0.717
C 1.1538 -2.0980 -0.4802 -0.615
C 0.3481 -0.8270 -0.3024 -0.239
N 3.2360 1.1006 -1.0212 -0.245
N 2.3893 0.1682 -0.6385 -0.152
N 0.7094 1.5381 0.0150 -0.059
N 1.1830 0.3860 -0.3193 0.134
O -1.6257 2.3123 -1.1911 -0.562
O -0.5644 1.4636 0.6176 -0.408
Cl 5.1455 0.4859 0.7502 -0.042
H 5.0767 1.9012 -1.1879 0.207
H -2.8441 1.1557 1.5188 0.233
H -2.6683 2.9105 1.5558 0.245
H -3.7104 2.1629 0.3291 0.239
H 1.6713 -2.1101 -1.4354 0.230
H 1.8920 -2.1941 0.3118 0.227
H 0.4790 -2.9500 -0.4328 0.217
H -0.3858 -0.7097 -1.1073 0.229
H -0.1860 -0.8444 0.6520 0.228
```

The energy above the lowest of the compared OMol25 structures with the same formula, charge and spin comes out at 0.3 kcal per mole. For the strongest force on any atom, the calculation gives 2.085 eV Å⁻¹. The value obtained for the total energy is -1025.449965 a.u. As for the HOMO energy (spin up / spin down): -8.36 / -8.36 eV. As for the charge: 0. Its HOMO-LUMO gap (spin up / spin down) is 8.757 / 8.756 eV.